[1]
106
Properties=species:S:1:pos:R:3 method="wB97M-V/def2-TZVPD" total_charge=+1 molar_mass_g_mol=686.83 gap_ev=8.0 multiplicity=1 e_tot_ha=-1980.7747
C -0.913 -2.425 -2.295
C -2.423 -2.051 -2.049
C -2.599 -0.705 -1.283
C -2.324 -0.805 0.255
C -0.899 -0.318 0.696
C -0.939 0.323 2.140
C -0.185 1.699 2.250
C 0.948 1.696 3.341
C 2.292 2.359 2.833
C 3.481 1.326 2.972
C 4.735 1.920 2.245
C 5.067 1.237 0.872
C 6.033 2.165 0.078
C 6.940 1.410 -0.996
I 5.765 0.123 -2.325
C 7.593 2.610 -1.792
N 6.734 3.796 -1.468
C 5.451 3.266 -0.854
C 4.761 4.537 -0.250
O 3.392 4.441 -0.597
C 2.762 5.726 -0.519
H -0.437 -2.632 -1.316
H -0.387 -1.611 -2.836
H -0.871 -3.306 -2.974
H -2.996 -2.892 -1.609
H -2.851 -1.890 -3.068
H -3.673 -0.416 -1.398
H -2.014 0.105 -1.770
H -3.055 -0.128 0.757
H -2.520 -1.836 0.607
H -0.400 0.350 -0.034
H -0.263 -1.232 0.781
H -1.985 0.490 2.463
H -0.453 -0.367 2.862
H 0.267 2.058 1.305
H -0.943 2.458 2.571
H 0.659 2.269 4.248
H 1.208 0.673 3.683
H 2.233 2.722 1.788
H 2.551 3.203 3.512
H 3.147 0.354 2.565
H 3.717 1.288 4.052
H 4.547 2.993 2.035
H 5.644 1.860 2.876
H 4.169 0.945 0.293
H 5.642 0.313 1.109
H 6.819 2.633 0.721
H 7.660 0.714 -0.539
H 8.617 2.710 -1.373
H 7.796 2.455 -2.868
H 7.275 4.345 -0.796
H 6.545 4.352 -2.303
H 4.855 2.931 -1.724
H 4.863 4.642 0.849
H 5.232 5.453 -0.696
H 2.976 6.315 -1.435
H 1.670 5.597 -0.406
H 3.166 6.271 0.358
C -0.738 -2.483 2.300
C -1.177 -3.924 2.062
C -1.784 -4.141 0.675
C -3.030 -3.394 0.483
N -4.000 -2.799 0.328
H -1.585 -1.793 2.266
H -0.274 -2.389 3.283
H -0.007 -2.168 1.549
H -1.891 -4.216 2.836
H -0.303 -4.577 2.164
H -1.987 -5.206 0.537
H -1.065 -3.854 -0.097
C 2.822 -2.527 -0.589
C 3.186 -3.869 -1.210
C 2.012 -4.847 -1.185
C 1.607 -5.196 0.177
N 1.261 -5.431 1.245
H 2.568 -2.636 0.468
H 3.657 -1.828 -0.658
H 1.968 -2.079 -1.103
H 4.049 -4.289 -0.687
H 3.489 -3.716 -2.248
H 2.286 -5.760 -1.719
H 1.160 -4.414 -1.716
C -4.516 2.744 -1.630
C -5.448 2.168 -0.569
C -5.611 3.085 0.645
C -4.352 3.242 1.372
N -3.368 3.353 1.952
H -3.500 2.872 -1.246
H -4.464 2.073 -2.488
H -4.874 3.715 -1.981
H -5.077 1.193 -0.252
H -6.423 2.006 -1.014
H -6.359 2.660 1.320
H -5.988 4.063 0.334
C -8.157 -3.159 -2.691
C -6.716 -3.146 -2.196
C -6.570 -2.574 -0.784
C -6.939 -1.158 -0.715
N -7.225 -0.047 -0.662
H -8.564 -2.149 -2.765
H -8.212 -3.612 -3.682
H -8.796 -3.737 -2.020
H -6.098 -2.577 -2.896
H -6.335 -4.170 -2.195
H -5.531 -2.682 -0.459
H -7.180 -3.147 -0.082

=====

[2]
89
Properties=species:S:1:pos:R:3 method="wB97M-V/def2-TZVPD" total_charge=-1 molar_mass_g_mol=498.68 gap_ev=4.1 multiplicity=1 e_tot_ha=-1711.9771
C 0.632 -2.205 -2.385
C 0.658 -1.446 -1.027
O 1.722 -0.663 -0.764
H 1.480 -2.858 -2.589
H 0.488 -1.556 -3.249
H -0.271 -2.797 -2.533
H 0.746 -2.185 -0.231
H -0.255 -0.867 -0.883
C 4.912 -8.784 -0.440
C 5.665 -10.083 -0.815
C 4.949 -11.202 -1.631
O 3.882 -11.977 -1.024
C 3.459 -12.976 -1.879
N 6.912 -9.684 -1.374
H 5.641 -8.172 0.091
H 4.145 -9.194 0.216
H 4.552 -8.219 -1.299
H 5.952 -10.539 0.133
H 5.724 -11.923 -1.893
H 4.668 -10.834 -2.618
H 4.320 -13.503 -2.291
H 3.079 -12.548 -2.807
H 2.636 -13.649 -1.635
H 6.580 -9.392 -2.281
H 7.468 -10.527 -1.406
C -1.473 8.670 2.744
C -1.937 8.374 1.260
C -1.399 9.469 0.219
O -1.998 10.752 0.358
C -2.991 11.109 -0.733
N -1.126 7.090 1.071
H -0.387 8.651 2.839
H -1.903 7.824 3.280
H -1.875 9.568 3.214
H -3.026 8.341 1.226
H -1.298 9.129 -0.812
H -0.355 9.553 0.523
H -3.510 12.042 -0.516
H -3.819 10.402 -0.684
H -2.761 11.124 -1.799
H -1.757 6.338 1.307
H -0.865 7.035 0.097
C -6.108 -2.684 2.926
C -6.869 -1.433 2.845
C -7.974 -1.212 3.919
O -8.682 -0.027 4.015
C -9.673 0.093 2.966
N -5.810 -0.389 2.941
H -5.401 -2.728 2.098
H -6.772 -3.514 2.687
H -5.614 -2.953 3.860
H -7.477 -1.363 1.942
H -7.604 -1.332 4.937
H -8.665 -2.049 3.811
H -9.918 1.146 2.826
H -10.667 -0.281 3.210
H -9.331 -0.243 1.987
H -6.289 0.396 2.525
H -5.036 -0.739 2.394
C 6.867 -0.520 -4.762
C 7.981 -0.640 -5.806
O 7.573 -0.258 -7.095
O 6.545 0.809 -4.554
H 7.176 -1.073 -3.876
H 5.916 -0.971 -5.047
H 8.315 -1.677 -5.846
H 8.847 -0.070 -5.468
H 7.212 0.623 -6.973
H 5.729 0.902 -4.056
C -0.044 0.872 7.510
C 0.331 2.224 7.929
O 1.590 2.730 7.434
O -0.067 0.584 6.151
H -1.019 0.679 7.958
H 0.639 0.131 7.924
H 0.215 2.325 9.008
H -0.498 2.872 7.642
H 1.782 3.586 7.824
H -0.955 0.705 5.804
C -0.138 4.203 -4.982
C -0.528 5.365 -5.882
O -1.670 5.903 -5.359
O 0.497 4.599 -3.721
H 0.560 3.562 -5.521
H -0.989 3.624 -4.623
H -0.695 5.029 -6.906
H 0.266 6.107 -5.794
H -1.682 5.597 -4.449
H 0.870 3.805 -3.331

=====

[3]
15
Properties=species:S:1:pos:R:3 method="wB97M-V/def2-TZVPD" molar_mass_g_mol=117.10 smiles="CC(=O)NCC(=O)O" gap_ev=10.1 multiplicity=1 e_tot_ha=-437.1096
C -1.045 -0.556 1.443
C -1.100 0.860 0.889
O -1.890 1.685 1.311
N -0.254 1.245 -0.142
C 1.033 0.680 -0.608
C 0.776 -0.596 -1.442
O 0.518 -0.626 -2.599
O 1.074 -1.703 -0.679
H -0.199 -0.708 2.117
H -1.963 -0.714 1.998
H -0.960 -1.190 0.572
H -0.518 2.122 -0.553
H 1.380 1.420 -1.323
H 1.701 0.512 0.228
H 1.447 -2.430 -1.211

=====

[4]
16
Properties=species:S:1:pos:R:3 method="wB97M-V/def2-TZVPD" molar_mass_g_mol=108.19 gap_ev="10.3 / 7.0" multiplicity=2 e_tot_ha=-648.4221
C 0.255 -0.981 0.702
C 1.547 -0.488 -0.073
S 1.128 0.986 -1.017
C -0.161 -0.101 1.859
N -1.235 -0.742 2.660
H -0.533 -1.134 -0.031
H 0.521 -1.931 1.189
H 2.327 -0.304 0.660
H 1.768 -1.292 -0.773
H 0.648 0.247 2.505
H -0.606 0.797 1.409
H -2.008 -0.111 2.812
H -0.818 -0.924 3.563
H -2.844 0.369 -2.268
H -1.384 0.405 -2.192
O -2.083 0.321 -2.864

=====

[5]
19
Properties=species:S:1:pos:R:3 method="wB97M-V/def2-TZVPD" molar_mass_g_mol=74.17 smiles=CCC.CC gap_ev=11.4 multiplicity=1 e_tot_ha=-198.8179
C 2.387 -0.682 -0.633
C 0.937 -0.437 -0.520
C 0.477 -0.047 -1.952
H 2.753 -1.178 0.307
H 2.859 0.357 -0.748
H 2.904 -1.354 -1.318
H 0.322 -1.216 0.048
H 0.583 0.332 0.327
H -0.274 -0.777 -2.305
H 0.057 1.007 -2.099
H 1.436 0.007 -2.604
C -1.319 0.808 1.930
C -2.338 0.199 0.962
H -1.215 1.792 1.632
H -1.503 0.771 3.004
H -0.278 0.389 1.839
H -1.952 -0.675 0.535
H -2.591 0.750 -0.013
H -3.244 -0.047 1.608

=====

[6]
51
Properties=species:S:1:pos:R:3 method="wB97M-V/def2-TZVPD" total_charge=-2 molar_mass_g_mol=439.92 gap_ev="2.8 / 2.8" multiplicity=1 e_tot_ha=-1467.5471
Pd -0.762 1.214 1.598
C 0.931 -3.061 -3.256
C 0.727 -3.770 -1.918
N -0.319 -3.206 -1.084
C -1.634 -3.798 -1.164
C -2.515 -3.253 -2.286
C -0.098 -2.010 -0.394
S -1.399 -1.279 0.421
N 1.165 -1.599 -0.537
C 1.713 -0.542 0.100
O 1.312 0.142 1.032
C 3.076 -0.157 -0.463
C 3.641 1.038 -0.034
C 4.890 1.438 -0.493
C 5.598 0.642 -1.387
C 5.035 -0.550 -1.824
C 3.780 -0.942 -1.368
H 1.781 -3.496 -3.794
H 1.136 -2.007 -3.073
H 0.047 -3.142 -3.891
H 1.666 -3.742 -1.365
H 0.472 -4.821 -2.094
H -2.135 -3.615 -0.214
H -1.502 -4.880 -1.288
H -2.617 -2.174 -2.161
H -3.512 -3.703 -2.238
H -2.092 -3.462 -3.272
H 3.068 1.641 0.660
H 5.313 2.376 -0.152
H 6.574 0.952 -1.744
H 5.574 -1.178 -2.526
H 3.322 -1.864 -1.706
C -3.912 2.310 0.791
C -2.993 3.428 1.275
C -3.556 4.773 0.765
C -1.533 3.190 0.895
H -4.925 2.400 1.208
H -3.491 1.341 1.065
H -3.992 2.341 -0.304
H -3.057 3.460 2.373
H -3.515 4.794 -0.330
H -2.953 5.609 1.135
H -4.603 4.945 1.070
H -0.959 4.058 1.261
H -1.463 3.224 -0.208
C 0.114 1.179 5.508
C -0.956 1.107 4.522
N -1.645 1.056 3.583
H 1.026 1.614 5.073
H 0.359 0.183 5.876
H -0.183 1.794 6.359

=====

[7]
51
Properties=species:S:1:pos:R:3 method="wB97M-V/def2-TZVPD" molar_mass_g_mol=394.29 gap_ev="8.2 / 6.7" multiplicity=6 e_tot_ha=-2346.8133
C 0.018 0.154 2.673
C -1.001 0.858 1.913
C -1.816 -0.102 1.254
H -1.197 1.926 1.931
C -1.309 -1.397 1.556
C -0.208 -1.257 2.463
H -1.719 -2.324 1.171
C 2.264 1.409 -0.335
C 1.101 2.114 0.182
C 0.088 2.076 -0.816
H 1.052 2.666 1.118
C 0.569 1.325 -1.922
C 1.886 0.849 -1.594
H -2.706 0.104 0.673
H 0.347 -2.072 2.939
H 0.744 0.598 3.353
H 2.457 0.151 -2.216
H -0.866 2.588 -0.808
H 3.275 1.424 0.092
Fe 0.782 -0.149 0.553
C -0.111 1.185 -3.278
C 0.946 1.400 -4.386
C -1.222 2.211 -3.513
H 1.324 2.439 -4.344
H 0.479 1.252 -5.373
H 1.811 0.721 -4.305
H -0.812 3.223 -3.464
H -2.004 2.084 -2.768
H -1.657 2.044 -4.502
C -0.654 -0.287 -3.405
C -2.047 -0.613 -2.862
H 0.074 -0.995 -2.933
H -0.690 -0.560 -4.482
O -2.803 0.220 -2.296
N -2.400 -1.903 -3.141
C -3.445 -2.669 -2.456
H -1.700 -2.486 -3.611
C -4.408 -1.840 -1.650
C -4.731 -2.239 -0.352
H -4.331 -3.198 0.009
C -5.499 -1.403 0.480
H -5.692 -1.717 1.509
C -5.982 -0.191 -0.008
H -6.554 0.466 0.634
C -5.732 0.179 -1.336
H -6.083 1.130 -1.740
C -4.953 -0.639 -2.157
H -4.829 -0.388 -3.217
H -2.937 -3.368 -1.777
H -3.991 -3.277 -3.206
F 0.561 -1.578 -0.569

=====

[8]
30
Properties=species:S:1:pos:R:3 method="wB97M-V/def2-TZVPD" molar_mass_g_mol=221.33 smiles="CS[C@@]1(C(C)C)C(=O)Nc2ccccc21" gap_ev=9.1 multiplicity=1 e_tot_ha=-994.3840
C -1.228 1.054 3.001
S -1.662 0.081 1.517
C -0.351 0.285 0.221
C -0.947 0.735 -1.114
C -1.588 2.093 -0.987
C 0.194 0.881 -2.108
C 0.903 0.889 0.844
O 1.011 1.971 1.378
N 1.902 -0.043 1.051
C 1.611 -1.347 0.711
C 2.511 -2.469 0.812
C 2.066 -3.691 0.285
C 0.804 -3.761 -0.306
C -0.005 -2.670 -0.485
C 0.387 -1.450 0.061
H -1.826 0.610 3.832
H -1.486 2.156 2.888
H -0.157 0.931 3.261
H -1.651 0.001 -1.439
H -2.055 2.455 -1.958
H -0.786 2.816 -0.693
H -2.462 2.116 -0.341
H 0.858 -0.024 -2.189
H 0.585 1.868 -1.852
H -0.171 0.802 -3.167
H 2.521 0.115 1.851
H 3.468 -2.514 1.264
H 2.703 -4.469 0.617
H 0.230 -4.631 -0.643
H -0.824 -2.738 -1.198

=====

[9]
46
Properties=species:S:1:pos:R:3 method="wB97M-V/def2-TZVPD" total_charge=+3 molar_mass_g_mol=651.85 gap_ev=5.3 multiplicity=1 e_tot_ha=-7541.1161
Sn -1.319 2.429 0.588
C 2.113 3.004 0.652
C 1.839 2.836 -0.802
C 2.839 2.916 -1.778
C 2.520 2.720 -3.103
C 1.191 2.450 -3.464
C 0.731 2.220 -4.813
Br 1.899 2.363 -6.231
C -0.608 1.879 -5.106
C -1.534 1.772 -4.114
Br -3.291 1.311 -4.447
C -1.161 2.046 -2.701
O -1.958 1.991 -1.792
C 0.256 2.386 -2.426
N 0.567 2.568 -1.149
H 3.157 3.225 0.856
H 1.836 2.086 1.181
H 1.505 3.818 1.057
H 3.861 3.120 -1.491
H 3.290 2.765 -3.863
H -0.902 1.702 -6.133
Cl -0.580 2.861 3.643
C -2.258 2.655 4.179
Cl -3.338 2.345 2.795
H -2.584 3.561 4.678
H -2.307 1.804 4.849
C -1.618 -4.830 -0.011
C -2.003 -3.716 0.952
N -1.472 -2.406 0.532
C -0.621 -1.629 1.156
S -0.353 0.014 0.544
N 0.117 -1.997 2.185
C 0.628 -3.339 2.524
C 2.120 -3.257 2.803
H -2.093 -5.754 0.314
H -0.540 -4.992 -0.039
H -1.964 -4.616 -1.023
H -1.668 -3.929 1.962
H -3.089 -3.620 0.975
H -1.858 -2.047 -0.326
H 0.619 -1.250 2.641
H 0.431 -4.021 1.700
H 0.109 -3.707 3.411
H 2.663 -2.885 1.934
H 2.502 -4.247 3.044
H 2.327 -2.606 3.655

=====

[10]
8
Properties=species:S:1:pos:R:3 method="wB97M-V/def2-TZVPD" total_charge=-1 molar_mass_g_mol=65.12 gap_ev=6.9 multiplicity=1 e_tot_ha=-514.5356
O 0.880 -1.898 -1.831
H -0.006 -2.316 -1.916
C -0.214 1.172 0.985
S -0.815 -0.549 0.808
H -1.114 1.803 0.917
H 0.500 1.536 0.217
H 0.330 1.668 1.873
H 0.439 -1.417 -1.054